{
  "formula": "C22H17IrN5O8",
  "method": "the ωB97M-V functional and the def2-TZVPD basis",
  "symbols": ["Ir", "O", "C", "O", "C", "C", "C", "C", "C", "N", "C", "O", "O", "H", "H", "H", "H", "N", "C", "C", "C", "C", "C", "C", "C", "C", "N", "C", "H", "H", "H", "H", "H", "H", "H", "H", "C", "C", "N", "C", "C", "N", "C", "O", "O", "C", "O", "O", "H", "H", "H", "H", "H"],
  "coordinates": [[0.77768, 0.20578, 0.15311], [2.24902, -3.80246, -1.71876], [1.92721, -2.67880, -1.13105], [0.81849, -2.36815, -0.73401], [3.05547, -1.72432, -0.94862], [4.34840, -1.96826, -1.36646], [5.32232, -1.00275, -1.13156], [4.96966, 0.15311, -0.45709], [3.65626, 0.31114, -0.05372], [2.70946, -0.59554, -0.30869], [3.21369, 1.47915, 0.78644], [3.90265, 2.39261, 1.09364], [1.95932, 1.27226, 1.24260], [1.47497, -4.38334, -1.80948], [4.57984, -2.89640, -1.86939], [6.34120, -1.16229, -1.45732], [5.67895, 0.93744, -0.22845], [0.44268, -0.78936, 1.97312], [-0.69798, -0.18243, 2.66139], [-1.20810, -0.65314, 3.83590], [-2.28126, 0.02430, 4.45312], [-2.79122, 1.16702, 3.90582], [-2.26117, 1.68030, 2.69822], [-2.69865, 2.87814, 2.08709], [-2.10763, 3.31448, 0.93347], [-1.09892, 2.54236, 0.34513], [-0.69712, 1.40289, 0.88153], [-1.22221, 0.97249, 2.07024], [1.27130, -0.69886, 2.56341], [0.29188, -1.78646, 1.82570], [-0.78965, -1.53370, 4.30903], [-2.68502, -0.36406, 5.37746], [-3.59675, 1.69930, 4.39465], [-3.49379, 3.45020, 2.54893], [-2.39996, 4.23959, 0.45871], [-0.60521, 2.85586, -0.56543], [-2.33307, -2.10213, -0.01360], [-1.89115, -1.14697, -1.05868], [-0.79085, -0.40643, -1.06957], [-0.79067, 0.32937, -2.23811], [-1.90873, 0.02896, -2.94706], [-2.56813, -0.90400, -2.19284], [-2.52410, 0.46163, -4.24511], [-1.92373, 1.41986, -4.90901], [-3.55308, -0.06489, -4.56704], [0.30036, 1.29508, -2.45924], [0.36326, 1.97411, -3.45714], [1.16123, 1.34398, -1.46646], [-1.50799, -2.34747, 0.64891], [-2.68509, -3.02866, -0.46538], [-3.14640, -1.68088, 0.57955], [-3.43898, -1.32329, -2.50213], [-1.11867, 1.76362, -4.45580]],
  "lowdin_charge": [1.70, 0.20, -0.43, 0.05, -0.13, 0.07, 0.04, 0.08, -0.15, 0.03, -0.49, 0.21, -0.17, 0.17, 0.14, 0.14, 0.15, 0.01, -0.21, 0.03, -0.02, 0.02, -0.12, 0.06, 0.02, -0.03, -0.05, -0.15, 0.14, 0.11, 0.14, 0.13, 0.14, 0.14, 0.13, 0.14, 0.04, -0.29, -0.03, -0.12, -0.03, 0.22, -0.46, 0.19, 0.16, -0.53, 0.14, -0.13, 0.06, 0.11, 0.10, 0.20, 0.09],
  "charge": 2,
  "lumo_energy_ha": [-0.253, -0.343],
  "homo_lumo_gap_ev": [8.79, 6.35],
  "multiplicity": 2,
  "largest_force_ha_per_bohr": 0.012,
  "molar_mass_da": 671.62
}

{
  "formula": "C60H92N4O35",
  "method": "the ωB97M-V functional and the def2-TZVPD basis",
  "symbols": ["C", "C", "C", "C", "C", "C", "N", "O", "O", "H", "H", "H", "H", "H", "C", "C", "C", "C", "C", "C", "N", "O", "O", "H", "H", "H", "H", "H", "C", "C", "C", "C", "C", "C", "N", "O", "O", "H", "H", "H", "H", "H", "C", "C", "C", "C", "C", "C", "N", "O", "O", "H", "H", "H", "H", "H", "C", "C", "O", "C", "O", "O", "C", "H", "H", "H", "H", "H", "H", "H", "H", "C", "C", "O", "C", "O", "O", "C", "H", "H", "H", "H", "H", "H", "H", "H", "C", "C", "O", "C", "O", "O", "C", "H", "H", "H", "H", "H", "H", "H", "H", "C", "C", "O", "C", "O", "O", "C", "H", "H", "H", "H", "H", "H", "H", "H", "C", "C", "O", "C", "O", "O", "C", "H", "H", "H", "H", "H", "H", "H", "H", "C", "C", "O", "C", "O", "O", "C", "H", "H", "H", "H", "H", "H", "H", "H", "C", "C", "O", "C", "O", "O", "C", "H", "H", "H", "H", "H", "H", "H", "H", "C", "C", "O", "C", "O", "O", "C", "H", "H", "H", "H", "H", "H", "H", "H", "C", "C", "O", "C", "O", "O", "C", "H", "H", "H", "H", "H", "H", "H", "H"],
  "coordinates": [[17.74637, -20.88228, 14.73348], [16.58332, -21.56597, 14.69720], [15.46898, -21.03609, 15.42751], [15.52722, -19.77294, 15.99956], [16.66217, -18.97349, 15.77706], [17.72602, -19.56595, 15.11428], [14.34383, -19.15756, 16.69210], [14.24617, -17.95336, 16.84629], [13.46546, -19.93434, 17.07711], [18.53934, -21.35677, 14.17450], [16.45323, -22.55541, 14.28430], [14.57524, -21.64237, 15.43493], [16.57386, -17.94848, 16.10560], [18.57317, -18.91425, 14.95929], [8.92967, -23.55680, 17.60697], [10.19514, -22.91178, 17.69380], [10.87662, -22.58405, 16.52949], [10.41399, -22.95847, 15.23015], [9.21616, -23.67641, 15.23912], [8.47092, -23.95050, 16.35522], [10.99997, -22.47420, 13.97143], [11.91903, -21.66440, 14.08074], [10.56431, -23.05781, 13.04913], [8.30326, -23.72166, 18.47116], [10.49955, -22.49549, 18.64271], [11.67688, -21.86015, 16.57373], [8.94009, -24.23249, 14.35540], [7.65005, -24.63532, 16.20161], [14.77907, -19.20277, 21.58806], [14.65967, -20.01341, 22.71054], [13.71745, -21.10367, 22.79551], [12.75203, -21.29120, 21.80026], [12.89111, -20.50407, 20.61596], [13.91728, -19.42578, 20.53195], [11.74808, -22.32116, 21.94676], [11.67223, -22.81867, 23.01046], [11.21441, -22.68928, 20.94358], [15.59061, -18.49250, 21.53043], [15.31931, -19.85271, 23.55045], [13.84147, -21.74346, 23.65673], [12.13020, -20.62700, 19.85945], [13.76183, -18.82560, 19.64764], [11.21110, -16.39842, 16.56967], [11.13162, -17.76197, 16.46637], [11.56920, -18.43365, 15.31661], [12.14970, -17.59430, 14.28841], [12.33458, -16.23185, 14.47090], [11.83031, -15.59564, 15.60908], [12.77482, -18.21019, 13.15836], [12.71946, -17.69678, 12.03802], [13.51121, -19.21351, 13.31950], [10.72920, -15.80273, 17.33081], [10.68855, -18.36617, 17.24421], [11.57852, -19.51282, 15.27542], [12.78607, -15.52426, 13.79129], [12.02971, -14.54705, 15.77368], [17.19648, -14.68120, 15.41661], [18.08699, -14.02879, 16.51602], [17.85592, -14.79572, 17.67462], [18.13289, -14.45139, 18.93931], [19.06039, -13.64523, 19.24353], [17.29735, -15.20692, 19.68636], [17.49371, -15.38427, 21.09635], [16.19533, -14.25559, 15.34833], [17.01900, -15.74360, 15.58361], [17.68438, -14.66461, 14.44204], [17.67597, -13.10232, 16.91702], [19.11889, -14.07605, 16.16811], [18.46434, -15.01784, 21.43058], [17.42434, -16.45101, 21.30932], [16.62084, -14.93357, 21.56865], [19.44726, -20.29770, 10.84983], [18.95074, -21.29972, 9.78706], [17.57161, -21.15214, 9.66710], [16.76217, -21.50215, 10.67742], [17.10917, -22.07198, 11.72529], [15.51060, -21.17728, 10.34131], [14.38268, -21.34260, 11.23824], [18.80512, -19.41752, 10.81753], [20.47563, -20.00094, 10.64370], [19.47720, -20.71348, 11.85697], [19.26254, -22.33281, 9.94075], [19.42255, -21.18736, 8.81091], [13.85401, -20.39121, 11.29715], [14.59128, -21.56701, 12.28429], [13.83986, -22.21650, 10.87805], [18.01328, -24.99046, 14.00770], [18.24063, -26.51690, 13.78037], [19.29814, -26.72244, 12.86741], [19.77963, -28.00734, 12.89428], [19.50474, -29.02682, 13.58052], [20.45871, -28.05336, 11.75008], [21.04456, -29.32543, 11.35668], [18.92504, -24.58774, 14.44886], [17.19315, -24.66975, 14.65006], [17.93877, -24.47310, 13.05121], [17.37501, -27.09417, 13.45548], [18.52176, -26.85613, 14.77736], [21.08656, -30.11255, 12.10952], [22.08361, -29.16232, 11.07057], [20.59802, -29.71497, 10.44183], [25.40619, -20.86228, 15.58412], [24.14229, -20.75159, 14.76351], [23.72066, -19.42859, 14.81628], [22.43529, -19.15307, 14.54717], [21.58238, -19.87518, 14.02558], [22.25211, -17.80454, 14.94808], [21.13693, -17.15639, 14.40983], [25.30187, -20.27403, 16.49581], [26.16385, -20.49886, 14.88988], [25.48488, -21.87143, 15.98851], [23.31676, -21.41063, 15.03233], [24.35224, -21.01276, 13.72630], [21.29758, -16.74079, 13.41506], [20.91764, -16.26874, 15.00322], [20.30727, -17.86297, 14.38724], [25.17277, -26.14733, 11.08924], [23.66977, -25.98042, 10.89301], [23.17208, -25.30168, 12.03048], [22.74237, -24.12315, 12.10933], [22.88213, -23.25879, 11.23317], [22.05741, -23.98442, 13.25249], [21.28684, -22.78083, 13.45096], [25.60172, -25.14780, 11.16020], [25.81999, -26.51013, 10.29076], [25.61342, -26.54382, 12.00396], [23.26768, -26.99314, 10.86420], [23.42232, -25.44265, 9.97777], [21.76269, -22.22442, 14.25847], [20.22886, -22.92322, 13.67120], [21.32880, -22.17052, 12.54882], [14.13542, -15.55772, 18.67435], [14.32716, -14.46162, 19.65729], [14.64497, -13.21631, 18.85694], [14.97577, -12.06908, 19.46226], [14.85475, -11.86549, 20.65432], [15.43191, -11.26345, 18.59478], [15.25503, -9.84558, 18.95515], [13.30061, -15.37780, 17.99698], [13.86718, -16.56659, 18.98794], [15.03910, -15.72829, 18.08924], [14.90650, -14.66860, 20.55708], [13.33405, -14.29866, 20.07597], [14.49953, -9.43863, 18.28305], [16.19127, -9.33721, 18.72466], [15.03723, -9.58250, 19.99025], [13.95331, -25.63523, 12.03232], [13.89159, -24.25546, 12.68696], [14.36845, -24.13182, 14.00302], [13.80300, -24.56765, 15.08897], [12.79487, -25.27996, 15.12611], [14.46804, -24.15596, 16.14315], [14.14703, -24.67190, 17.42085], [13.58078, -25.88685, 11.03934], [13.45625, -26.26459, 12.77052], [14.99178, -25.92653, 11.87476], [12.84811, -23.94238, 12.65192], [14.58119, -23.64582, 12.10311], [14.10839, -25.76121, 17.41874], [13.18092, -24.43257, 17.86521], [14.89377, -24.37186, 18.15600], [20.87900, -18.54277, 23.38715], [19.94287, -18.44058, 22.15962], [20.57077, -19.09149, 21.10239], [20.05270, -19.09038, 19.83940], [19.19879, -18.23073, 19.51129], [20.61590, -19.92209, 19.00468], [20.29207, -19.96570, 17.62436], [21.01338, -19.58612, 23.67259], [20.42328, -18.07540, 24.26007], [21.74757, -17.92826, 23.15039], [19.66628, -17.42799, 21.86593], [19.06702, -19.06581, 22.33306], [20.84074, -19.19651, 17.08085], [19.22330, -19.76315, 17.55494], [20.49592, -20.93508, 17.16956], [21.12890, -26.17802, 19.73945], [19.97806, -25.94303, 18.77546], [19.41919, -24.77776, 19.23278], [18.42901, -24.29317, 18.62193], [17.77401, -24.90644, 17.81903], [18.31134, -22.96841, 18.85194], [17.35926, -22.14631, 18.13174], [22.00304, -25.57038, 19.50546], [21.52351, -27.14796, 19.43678], [20.81887, -26.17440, 20.78443], [19.24270, -26.67182, 19.11636], [20.27547, -26.06750, 17.73423], [17.65091, -21.14010, 17.83078], [16.66207, -21.90975, 18.93553], [16.74251, -22.60299, 17.35769]],
  "lowdin_charge": [-0.06, -0.05, 0.01, -0.13, 0.01, -0.06, -0.29, 0.07, 0.02, 0.10, 0.09, 0.10, 0.10, 0.09, -0.04, -0.06, -0.01, -0.12, -0.02, -0.07, -0.35, 0.06, 0.13, 0.10, 0.07, 0.09, 0.12, 0.11, 0.00, 0.07, 0.13, -0.08, 0.18, 0.10, -0.38, 0.16, 0.13, 0.13, 0.14, 0.15, 0.13, 0.11, -0.10, -0.09, 0.02, -0.14, 0.00, -0.06, -0.31, 0.09, 0.04, 0.11, 0.10, 0.09, 0.12, 0.11, -0.04, -0.17, -0.02, -0.50, 0.08, -0.03, -0.02, 0.07, 0.05, 0.07, 0.13, 0.12, 0.10, 0.07, 0.08, -0.05, -0.22, 0.03, -0.53, 0.08, 0.02, -0.02, 0.09, 0.08, 0.05, 0.12, 0.12, 0.08, 0.07, 0.09, -0.04, -0.21, 0.03, -0.51, 0.08, -0.01, -0.02, 0.06, 0.06, 0.07, 0.13, 0.12, 0.09, 0.07, 0.09, -0.04, -0.25, 0.04, -0.47, 0.09, -0.03, -0.07, 0.08, 0.09, 0.08, 0.10, 0.14, 0.10, 0.09, 0.06, -0.07, -0.17, 0.07, -0.62, 0.08, 0.01, -0.03, 0.07, 0.08, 0.08, 0.11, 0.13, 0.05, 0.07, 0.08, -0.08, -0.16, 0.04, -0.67, 0.11, 0.04, 0.01, 0.06, 0.05, 0.07, 0.09, 0.12, 0.10, 0.09, 0.10, -0.04, -0.21, 0.04, -0.61, 0.11, 0.00, -0.04, 0.09, 0.08, 0.07, 0.11, 0.09, 0.11, 0.08, 0.08, -0.04, -0.24, 0.01, -0.52, 0.06, 0.03, -0.01, 0.08, 0.07, 0.08, 0.11, 0.11, 0.10, 0.06, 0.11, -0.06, -0.23, 0.06, -0.64, 0.13, 0.01, -0.02, 0.08, 0.08, 0.09, 0.13, 0.14, 0.07, 0.08, 0.08],
  "charge": 1,
  "lumo_energy_ha": [-0.193, -0.327],
  "homo_lumo_gap_ev": [6.29, 2.62],
  "multiplicity": 2,
  "largest_force_ha_per_bohr": 0.094,
  "molar_mass_da": 1429.39
}

{
  "formula": "C5H9F",
  "method": "the ωB97M-V functional and the def2-TZVPD basis",
  "symbols": ["C", "C", "C", "C", "C", "F", "H", "H", "H", "H", "H", "H", "H", "H", "H"],
  "coordinates": [[-0.86682, -1.86739, -0.17764], [-0.69965, -0.61448, 0.71396], [0.54101, 0.22240, 0.57680], [0.64433, 0.83812, -0.76402], [1.03841, 2.15228, -0.69855], [1.07934, 2.78464, 0.45878], [-1.91775, -2.21248, 0.13510], [-0.09818, -2.68920, 0.01378], [-1.04317, -1.56067, -1.17874], [-0.95216, -0.90275, 1.80649], [-1.56644, -0.05056, 0.30548], [0.47385, 1.13346, 1.21966], [1.45923, -0.35714, 0.64815], [0.71655, 0.22290, -1.65562], [1.19146, 2.90088, -1.40364]],
  "lowdin_charge": [-0.13, -0.29, -0.24, -0.08, -0.15, 0.00, 0.09, 0.09, 0.04, 0.13, 0.11, 0.12, 0.12, 0.11, 0.09],
  "charge": 0,
  "smiles": "CCC/C=C\\F",
  "lumo_energy_ha": 0.041,
  "homo_lumo_gap_ev": 10.37,
  "largest_force_ha_per_bohr": 0.071,
  "molar_mass_da": 88.12
}

- Number 2 is which compound?
  C60H92N4O35

- Which formula does entry 2 have?
  C60H92N4O35